(1)
A gas-phase ion, C6H12NO3 (charge -1) in a non-equilibrium geometry. Source: the Open Molecules 2025 dataset; level of theory: the ωB97M-V functional and the def2-TZVPD basis.

The geometry in ORCA input format:
```
! RIJCOSX wB97M-V def2-TZVPD def2/J DEFGRID3
* xyz -1 1
O -4.06378 -1.11560 0.72115
C -2.81974 -1.30545 0.81351
O -2.03116 -1.30012 -0.34375
C -0.89500 -2.20709 -0.24426
C 0.28986 -1.67002 0.72801
N 1.10950 -0.65324 -0.01169
C 0.78502 0.64811 0.64184
C 1.64934 1.87566 0.08583
C 1.05054 2.41527 -1.31962
O 1.27221 1.49953 -2.41545
H -2.41563 -1.43556 1.87979
H -1.16612 -3.28844 0.00955
H -0.42639 -2.23941 -1.29600
H -0.21468 -1.22557 1.66068
H 0.94669 -2.57262 1.03418
H 1.01050 0.56315 1.77692
H -0.34895 0.82834 0.54160
H 2.76603 1.62126 -0.03636
H 1.51717 2.74702 0.83012
H 1.47632 3.44869 -1.59887
H -0.07478 2.56579 -1.16015
H 0.58306 0.80031 -2.29705
*
```

Values from the calculation:
Max |F| in hartree/bohr: 0.08267
Kohn-Sham gap in eV: 5.609
Molecular weight in g/mol: 146.17

Here are the Mulliken charges for atoms 1 to 6, given in e:
1 O -0.56
2 C 0.24
3 O -0.25
4 C -0.57
5 C -0.33
6 N -0.77


(2)
18 unconnected molecules or ions with the total composition C44H90Br35NO2P in a non-equilibrium geometry. Source: the Open Molecules 2025 dataset; level of theory: the ωB97M-V functional and the def2-TZVPD basis.

The geometry in ORCA input format:
```
! RIJCOSX wB97M-V def2-TZVPD def2/J DEFGRID3
* xyz -1 1
C -0.59022 -2.10693 6.75947
C -1.20950 -3.24212 6.35469
C -0.84587 -4.04774 5.12033
C -0.90241 -5.53258 5.40629
C 0.24580 -6.06104 6.29303
N 1.14370 -5.01163 6.80991
O -1.94691 -3.74686 4.32487
P -1.75922 -2.32406 3.31729
C -1.51352 -0.84215 2.11153
C -0.78977 0.30262 2.77897
C -0.53258 1.55707 1.94412
Br -0.15301 1.25895 0.04246
O -0.03335 -2.70818 3.24231
C 0.36117 -3.55392 4.30194
C 1.14335 -4.66003 3.58811
H -1.08877 -1.15824 6.67353
H 0.42416 -2.13472 7.10222
H -2.01852 -3.67875 6.91164
H -1.84318 -5.72875 5.89544
H -0.88385 -6.05861 4.46262
H 0.84071 -6.72592 5.69511
H -0.18971 -6.66138 7.07361
H 2.08858 -5.23856 6.55831
H 1.13081 -5.03177 7.81414
H -1.40209 -1.45984 4.41577
H -3.12679 -1.87678 3.57406
H -2.11078 -3.13158 2.17679
H -0.98227 -1.18093 1.23517
H -2.47758 -0.47931 1.78789
H 0.13802 -0.05663 3.18043
H -1.40541 0.62147 3.60980
H 0.33786 2.06047 2.32009
H -1.35874 2.23852 1.99078
H 1.09011 -3.00009 4.87748
H 0.62973 -4.91717 2.67835
H 2.13815 -4.31976 3.35719
H 1.24987 -5.56413 4.17127
Br -3.51313 3.28233 -1.06409
C -2.10047 3.49189 -2.39496
C -2.51833 4.44880 -3.48175
Br -3.73916 3.60097 -4.74576
H -1.85295 2.50540 -2.77218
H -1.25347 3.88297 -1.84109
H -1.66965 4.75381 -4.08883
H -3.01762 5.32943 -3.09120
Br -0.63305 -9.28285 5.78594
C -0.23002 -10.60474 7.14905
C 0.23296 -9.92913 8.41004
Br 2.06759 -9.29796 8.24563
H 0.50639 -11.28512 6.73658
H -1.16039 -11.14008 7.32244
H 0.24414 -10.62841 9.24189
H -0.37396 -9.06984 8.67213
Br -4.23348 -0.12841 -0.09958
C -3.73386 -0.45073 -1.93637
C -3.45108 -1.90511 -2.18018
Br -1.72985 -2.43203 -1.44646
H -2.88262 0.19355 -2.13994
H -4.58377 -0.12187 -2.52662
H -3.38985 -2.09801 -3.25181
H -4.18912 -2.56469 -1.73879
Br 1.28006 -4.73653 -1.36757
C 1.19623 -5.41406 -3.18972
C -0.22162 -5.51133 -3.68005
Br -1.14454 -7.04600 -2.91782
H 1.71242 -6.36805 -3.19829
H 1.75112 -4.69641 -3.79046
H -0.23976 -5.66845 -4.75554
H -0.81060 -4.63600 -3.42834
Br -0.03858 6.52672 -1.53729
C 1.37399 6.64889 -2.87025
C 0.97582 7.53698 -4.01398
Br -0.25026 6.64235 -5.23533
H 1.61379 5.63776 -3.18027
H 2.22260 7.07363 -2.33925
H 1.84247 7.78859 -4.61995
H 0.48810 8.44669 -3.68257
Br 4.14255 8.97316 -1.35944
C 2.95692 8.67162 0.16205
C 3.47904 7.58038 1.05718
Br 3.17286 5.83224 0.26476
H 1.97533 8.44393 -0.24095
H 2.92002 9.62039 0.69014
H 2.93904 7.57399 2.00112
H 4.54183 7.66168 1.25024
Br -0.01131 1.65840 -5.64606
C -0.93756 -0.04752 -5.59519
C 0.02820 -1.18678 -5.42936
Br 0.97770 -1.58400 -7.08663
H -1.52026 -0.11721 -6.50727
H -1.60704 0.01207 -4.74114
H -0.50221 -2.09617 -5.18031
H 0.78038 -0.99355 -4.67412
Br -1.02963 -6.47452 10.10305
C -2.13018 -6.90698 11.64517
C -1.56649 -8.06329 12.42682
Br -1.90575 -9.76202 11.53691
H -3.13089 -7.09938 11.27566
H -2.13573 -6.00592 12.25298
H -2.05672 -8.14558 13.39352
H -0.49473 -7.98973 12.56954
Br -5.45970 -3.71048 0.49095
C -7.08260 -3.09382 -0.37120
C -7.62751 -4.10725 -1.34126
Br -6.59897 -4.15285 -2.99458
H -6.84339 -2.14599 -0.84589
H -7.79196 -2.92677 0.43666
H -8.63908 -3.84391 -1.64220
H -7.61844 -5.11401 -0.94040
Br 3.45573 -1.59233 6.98455
C 4.70700 -1.42768 5.50719
C 4.22332 -0.45244 4.46751
Br 2.81062 -1.20615 3.36688
H 4.84966 -2.42467 5.10548
H 5.63511 -1.07904 5.95469
H 5.03232 -0.21359 3.78011
H 3.83338 0.46287 4.89880
Br -7.67671 3.51537 -1.70096
C -8.77787 1.92837 -1.47597
C -7.93659 0.70072 -1.26039
Br -7.13960 0.08330 -2.92321
H -9.41351 1.85467 -2.35110
H -9.39010 2.12730 -0.60003
H -8.55079 -0.12737 -0.91326
H -7.12030 0.86230 -0.56331
Br 1.87535 10.79385 3.68323
C 3.50549 10.35499 4.65014
C 4.68524 11.12714 4.12525
Br 5.30257 10.40544 2.42931
H 3.63859 9.28229 4.56862
H 3.30796 10.61785 5.68591
H 5.52913 11.03847 4.80456
H 4.46469 12.17500 3.95866
Br 7.51051 8.12407 -0.22370
C 8.87667 8.15842 -1.60557
C 8.40640 8.92292 -2.81168
Br 7.14017 7.86302 -3.83941
H 9.12448 7.12762 -1.83113
H 9.73660 8.64542 -1.15285
H 9.23660 9.12925 -3.48269
H 7.91026 9.85178 -2.55447
Br 4.32511 5.84753 -3.85044
C 4.78304 5.32973 -5.66809
C 3.56338 5.27100 -6.54849
Br 2.49935 3.68207 -6.19844
H 5.29984 4.37915 -5.60282
H 5.47194 6.09362 -6.02254
H 3.85378 5.20103 -7.59381
H 2.90764 6.12376 -6.41166
Br -0.56527 -0.27451 -10.69261
C -0.16520 -1.67872 -11.97657
C 0.19620 -2.97175 -11.29683
Br 1.99796 -2.92407 -10.56882
H 0.62957 -1.30556 -12.61210
H -1.07268 -1.80059 -12.56241
H 0.19697 -3.78854 -12.01415
H -0.46707 -3.21317 -10.47388
Br 4.07082 -7.89090 -2.12595
C 5.43488 -7.53580 -3.46155
C 4.98805 -6.47429 -4.43132
Br 3.69676 -7.16307 -5.71456
H 5.66129 -8.48004 -3.94328
H 6.30404 -7.19490 -2.90487
H 5.82723 -6.12478 -5.02714
H 4.51839 -5.63105 -3.93693
Br -6.84411 6.18572 -4.80021
C -5.98850 6.92581 -6.38072
C -4.52638 7.19511 -6.14462
Br -4.25202 8.79635 -5.07114
H -6.54378 7.81606 -6.65324
H -6.11143 6.17137 -7.15364
H -4.01822 7.38995 -7.08568
H -4.03213 6.38025 -5.62782
*
```

Values from the calculation:
Max |F| in hartree/bohr: 0.04100
Kohn-Sham gap in eV: 4.602
Molecular weight in g/mol: 3492.82

Here are the Mulliken charges for atoms 1 to 6, given in e:
1 C -1.06
2 C -0.58
3 C 2.12
4 C -1.96
5 C -0.57
6 N -0.15


(3)
3 unconnected molecules or ions with the total composition C4H12N2O in a non-equilibrium geometry. Source: the Open Molecules 2025 dataset; level of theory: the ωB97M-V functional and the def2-TZVPD basis.

The geometry in ORCA input format:
```
! RIJCOSX wB97M-V def2-TZVPD def2/J DEFGRID3
* xyz 0 1
C -1.14549 -1.41916 -0.14552
C -1.91692 -0.48302 -0.96484
O -1.59425 -1.80916 0.99122
H -0.69024 -2.07896 1.51441
H -0.24621 -1.88384 -0.52976
H 0.67441 -1.83469 1.24444
H -1.42452 0.50068 -0.92312
H -2.94287 -0.36916 -0.62065
H -1.88440 -0.76757 -2.01982
C 0.27326 1.72808 1.03549
N 2.15477 0.08888 -0.28189
C 1.39122 1.03529 -0.90989
N 0.51040 1.80564 -0.40107
H 1.78912 -0.39087 0.54349
H 2.78841 -0.45152 -0.84713
H 1.63284 1.17962 -1.96343
H -0.08734 0.74885 1.37061
H -0.47446 2.47286 1.30665
H 1.19228 1.92806 1.60080
*
```

Values from the calculation:
Max |F| in hartree/bohr: 0.04770
Kohn-Sham gap in eV: 6.807
Molecular weight in g/mol: 104.15

Here are the Mulliken charges for atoms 1 to 6, given in e:
1 C -0.11
2 C -0.94
3 O -0.42
4 H 0.04
5 H 0.56
6 H 0.06


(4)
2 unconnected molecules or ions with the total composition C6H8N2 in a non-equilibrium geometry. Source: the Open Molecules 2025 dataset; level of theory: the ωB97M-V functional and the def2-TZVPD basis.

The geometry in ORCA input format:
```
! RIJCOSX wB97M-V def2-TZVPD def2/J DEFGRID3
* xyz 0 1
C 1.15639 0.95738 -2.17677
C 0.00275 0.44030 -1.78745
C -0.08423 -0.12688 -0.50591
C -1.53702 -0.39667 -0.24112
C -1.96781 -0.86989 0.92088
C 1.47724 -0.15917 2.29229
H 2.03743 0.83950 -1.55903
H 1.05123 1.40154 -3.26361
H -0.84581 0.48093 -2.48775
H -2.46379 0.60287 -0.99968
H -1.31214 -1.55714 1.70149
H -3.16388 -0.57848 1.21178
H 1.85870 0.78783 2.17782
H 1.75670 -0.75950 3.21025
N 0.90581 -0.23181 0.19670
N 1.12844 -0.83079 1.31011
*
```

Values from the calculation:
Max |F| in hartree/bohr: 0.10542
Kohn-Sham gap in eV: 8.775
Molecular weight in g/mol: 108.14

Here are the Mulliken charges for atoms 1 to 6, given in e:
1 C -0.71
2 C -0.64
3 C 1.30
4 C -0.47
5 C -0.41
6 C -0.38


(5)
A molecular structure, C6H14O. Source: the Open Molecules 2025 dataset; level of theory: the ωB97M-V functional and the def2-TZVPD basis.

The geometry in ORCA input format:
```
! RIJCOSX wB97M-V def2-TZVPD def2/J DEFGRID3
* xyz 0 1
C -2.34142 -0.52479 1.63787
O -1.52944 -0.26490 0.63321
C -0.26707 0.01116 0.73577
C 0.52206 0.24418 -0.52369
C 1.98836 -0.09272 -0.22082
C 0.00358 -0.64615 -1.65801
C 0.41673 1.72536 -0.93800
H -0.95607 -1.95403 2.05377
H -3.35911 -0.71554 1.32698
H -2.11319 -0.07623 2.60050
H -0.23089 -1.84136 1.77734
H 0.08117 0.39760 1.69447
H 2.36407 0.49951 0.62292
H 2.61863 0.12745 -1.09029
H 2.10107 -1.15283 0.03100
H -1.03817 -0.41299 -1.90137
H 0.05764 -1.70405 -1.37882
H 0.60665 -0.49409 -2.56054
H -0.62398 1.99820 -1.14612
H 1.00835 1.91750 -1.84179
H 0.78981 2.38360 -0.14417
*
```

Values from the calculation:
Max |F| in hartree/bohr: 0.00549
Kohn-Sham gap (alpha / beta) in eV: 8.142 / 8.007
Molecular weight in g/mol: 102.18

Here are the Mulliken charges for atoms 1 to 6, given in e:
1 C -0.57
2 O -0.19
3 C -1.01
4 C 2.25
5 C -1.70
6 C -1.71


(6)
C3H4N2S in the gas phase in a non-equilibrium geometry. Source: the Open Molecules 2025 dataset; level of theory: the ωB97M-V functional and the def2-TZVPD basis.

The geometry in ORCA input format:
```
! RIJCOSX wB97M-V def2-TZVPD def2/J DEFGRID3
* xyz 0 1
C 1.73132 0.41703 -0.06437
C 0.07905 1.31660 -0.25684
C 0.30674 -1.27834 -0.02940
N 1.49034 -0.80846 -0.14456
N -2.30420 -0.22798 -0.42902
S -0.88614 0.00284 0.25261
H 2.59908 1.00895 -0.07870
H -0.01846 2.20599 0.21037
H -0.03663 -2.20258 0.22935
H -2.96111 -0.43407 0.31057
*
```

Values from the calculation:
Max |F| in hartree/bohr: 0.15047
Kohn-Sham gap (alpha / beta) in eV: 7.084 / 7.399
Molecular weight in g/mol: 100.15

Here are the Mulliken charges for atoms 1 to 6, given in e:
1 C -0.07
2 C -0.48
3 C -0.09
4 N -0.47
5 N -0.57
6 S 0.28


Among the records above, which one has the highest molecular weight?
C44H90Br35NO2P


What is the max |F| in the fourth record?
0.10542 hartree/bohr


Which formula does entry 6 have?
C3H4N2S